This record from the OMol25 dataset describes a cluster of 3 separate species, C3H7O2 in total in a non-equilibrium geometry. The level of theory is ωB97M-V/def2-TZVPD.

The geometry in XYZ format:
```
12
Properties=species:S:1:pos:R:3:forces:R:3
C 1.707 0.673 -0.186 -0.575 -0.043 -0.358
O 2.686 1.235 -0.617 0.202 0.190 0.293
H 1.235 -0.139 -0.747 0.050 -0.176 -0.091
H 1.148 0.923 0.730 0.266 0.180 0.145
H 0.550 -2.007 -0.183 0.174 -0.202 0.188
C -1.486 0.786 -0.357 -0.333 -0.278 0.311
C -1.329 -0.188 0.607 0.969 0.138 -0.636
O -0.736 -0.129 1.718 -0.066 0.017 0.305
H -2.091 0.511 -1.209 0.058 0.184 -0.291
H -1.213 1.819 -0.182 -0.093 0.111 0.024
H -1.597 -1.200 0.217 -0.453 -0.111 0.253
H 1.126 -2.284 0.209 -0.200 -0.011 -0.143
```
Forces are in eV/Å.

* LUMO level: 4.2 eV
* energy relative to the best compared isomer or geometry (same formula, charge and spin): 302.3 kJ/mol
* frontier orbital gap: 6.8571 eV
* HOMO energy: -2.68 eV
* net charge: -1